Record 1
Formula: C5H15NO
Source: the OMol25 dataset
Level of theory: ωB97M-V/def2-TZVPD

Last column: Mulliken charge in e.
Cartesian coordinates (Å):
H -2.20092 1.24658 0.07987  0.35
H 1.42671 -0.40860 -0.15828  0.27
H 3.03056 2.96104 -1.39549  0.31
N 1.15646 0.51340 0.11048  -0.32
H 0.29895 -0.34486 -2.23412  0.36
H 1.69707 2.37001 0.61316  0.25
H 3.52032 1.35934 -1.59887  0.29
C -0.13091 0.81225 -0.49517  0.62
H -4.12568 -5.08894 2.77361  0.32
H 3.06797 1.18374 0.59632  0.35
H -0.41691 -1.28533 -1.05289  0.37
C 2.63410 1.94199 -1.31959  -0.96
H -1.48076 -0.18902 -1.94400  0.39
C 2.18886 1.55523 0.07594  -0.48
H -0.13951 1.75827 -1.05636  0.14
C -1.23020 1.11448 0.56658  -1.36
H -3.73900 -3.94772 2.04171  0.31
H -0.98539 2.06314 1.03635  0.33
C -0.49938 -0.27759 -1.48526  -1.52
O -3.36501 -4.81247 2.25370  -0.63
H 1.88495 1.80963 -2.09510  0.29
H -1.30952 0.24886 1.22328  0.31

Properties
Gap between HOMO and LUMO, Ha: 0.33932
HOMO energy, eV: -8.417
Structure (SMILES): CCNC(C)C.O
LUMO, eV: 0.8159

Record 2
Formula: C5H15NO
Source: the OMol25 dataset
Level of theory: ωB97M-V/def2-TZVPD

Last column: Mulliken charge in e.
Cartesian coordinates (Å):
H 1.07785 2.95359 0.06179  0.31
C 1.90625 2.22537 0.05453  -1.13
H -0.17006 -1.86834 -0.62822  0.17
H -0.93323 0.63288 1.96084  0.27
H 2.52911 0.44389 -1.00218  0.38
H 0.27093 -0.78879 -1.98815  0.40
C 0.57436 -1.13765 -0.98673  -0.96
H 2.80628 2.72035 -0.34740  0.40
H 1.26141 1.28927 -1.93722  0.31
N 0.68593 0.04642 -0.18143  -0.10
H -2.39069 0.63058 0.91915  0.39
H -2.82158 -4.27057 1.70356  0.31
H -1.43514 -0.87058 1.12596  0.08
C 1.56316 0.97812 -0.91860  -0.42
O -2.16740 -3.55761 1.52471  -0.63
C -1.37069 0.22664 1.03337  -0.99
H 2.11004 1.91397 1.09285  0.29
H -0.57250 1.75837 -0.01511  0.25
H -2.66267 -2.89426 0.99280  0.32
H 1.55107 -1.64312 -1.07126  0.33
C -0.63673 0.67196 -0.21772  -0.35
H -1.17574 0.53951 -1.17551  0.39

Properties
Gap between HOMO and LUMO, Ha: 0.36145
HOMO energy, eV: -9.017
Structure (SMILES): CCN(C)CC.O
LUMO, eV: 0.8181

Record 3
Formula: C5H15NO
Source: the OMol25 dataset
Level of theory: ωB97M-V/def2-TZVPD

Last column: Mulliken charge in e.
Cartesian coordinates (Å):
H 0.87464 -2.25330 -0.08764  0.32
C -1.55430 0.40263 -1.18835  -1.06
C -0.69884 -1.66887 1.21478  -1.55
C 0.66247 -0.16466 -0.25133  -1.07
C 0.67786 -1.42834 0.60384  0.88
N -0.26083 -0.25736 -1.37301  -0.32
C 1.75287 -1.26702 1.69703  -1.44
H 1.43998 -1.70304 2.63908  0.41
H -0.65330 -2.51180 1.90816  0.44
H 0.42807 3.19143 -0.63248  0.33
H 0.13943 0.05589 -2.24142  0.28
H -2.39031 -0.24911 -1.45720  0.29
H -1.40937 -2.07178 0.48552  0.34
H 0.50641 0.68578 0.41154  0.39
H 2.69250 -1.70508 1.37397  0.31
H -1.15070 -0.79982 1.69665  0.28
H -1.09811 3.02388 -0.81168  0.30
H -1.59575 1.31931 -1.77970  0.35
H 1.66951 -0.01560 -0.62100  0.45
O -0.41228 3.65321 -0.58336  -0.65
H 1.91706 -0.20892 1.93892  0.36
H -1.70964 0.69877 -0.15036  0.37

Properties
Gap between HOMO and LUMO, Ha: 0.35932
HOMO energy, eV: -8.933
Structure (SMILES): CNCC(C)C.O
LUMO, eV: 0.8448

Record 4
Formula: C5H15NO
Source: the OMol25 dataset
Level of theory: ωB97M-V/def2-TZVPD

Last column: Mulliken charge in e.
Cartesian coordinates (Å):
C -1.34606 -1.38949 0.17304  -0.62
H 3.63581 -1.18521 -3.26923  0.32
H -1.21930 -2.08204 0.94805  0.39
H -1.18371 1.30559 2.07636  0.28
H -1.18160 0.78027 0.15853  0.08
H 2.22456 2.12782 -0.18540  0.34
N -2.81802 -1.11759 -0.01801  -0.66
C -0.65925 -0.04474 0.47693  0.51
H 0.64971 0.46217 -1.21836  0.23
H -1.26405 -0.45337 2.53932  0.37
H -2.98844 -0.89979 -1.00552  0.25
C -0.69819 0.34781 2.03902  -1.27
H 1.44853 -0.32211 0.06889  0.38
H -1.19267 -1.80770 -0.86117  0.34
H 2.53459 0.02785 -3.05441  0.33
C 1.31782 1.84829 0.37948  -1.20
H 0.72276 2.71297 0.18731  0.36
O 2.70546 -0.87037 -3.31103  -0.65
H -3.19332 -2.15902 0.15380  0.27
H 0.28826 0.35996 2.35788  0.31
H 1.54458 1.95057 1.44782  0.31
C 0.67255 0.40814 -0.08331  -0.67

Properties
Gap between HOMO and LUMO, Ha: 0.36905
HOMO energy, eV: -9.209
Structure (SMILES): CC[C@H](C)CN.O
LUMO, eV: 0.8331

Record 5
Formula: C5H15NO
Source: the OMol25 dataset
Level of theory: ωB97M-V/def2-TZVPD

Last column: Mulliken charge in e.
Cartesian coordinates (Å):
H 2.46113 1.89189 -0.59135  0.32
H 1.56427 -1.08050 1.59198  0.37
O -1.48000 3.46793 -0.25541  -0.60
C 2.24103 0.90669 -0.20318  -1.16
C 0.94219 0.33293 -0.84521  -0.51
H -1.97403 -2.54547 0.49591  0.29
C 0.04665 -0.40764 0.12053  0.14
H 0.48422 1.10368 -1.44227  0.44
N -1.05255 -0.98617 -0.64943  -0.39
C -2.15382 -1.51713 0.13552  -0.90
C 0.84468 -1.47711 0.88101  -1.32
H 1.43063 -2.04283 0.13762  0.30
H -2.28257 -0.95075 1.05737  0.33
H -0.71549 -1.73618 -1.22074  0.27
H 1.24058 -0.44844 -1.54505  0.25
H 3.07931 0.23561 -0.38586  0.29
H -1.73439 3.39604 0.67476  0.31
H 0.17311 -2.19144 1.35197  0.40
H -3.07578 -1.52654 -0.43647  0.30
H -0.44826 0.26867 0.80864  0.26
H -1.68964 4.35494 -0.55236  0.30
H 2.09874 0.95184 0.87202  0.32

Properties
Gap between HOMO and LUMO, Ha: 0.34272
HOMO energy, eV: -8.496
Structure (SMILES): CC[C@H](C)NC.O
LUMO, eV: 0.8297

Record 6
Formula: C5H15NO2
Source: the OMol25 dataset
Level of theory: ωB97M-V/def2-TZVPD

Last column: Mulliken charge in e.
Cartesian coordinates (Å):
H 0.19271 -2.50520 1.42033  0.31
H -2.89984 -0.57081 -1.10157  0.27
H 3.34768 0.03200 1.02701  0.31
C 0.88293 0.30316 -2.17748  -0.76
C -0.75662 1.18741 1.78625  -1.53
H -1.21954 -3.02232 1.32409  0.31
H -1.03314 -0.22903 -2.49555  0.27
H -0.06172 1.72866 2.42922  0.39
H 0.14560 1.96713 -0.00302  0.35
H 1.06929 -0.07298 -3.17995  0.39
C -1.03913 0.30100 -0.59995  0.62
H -1.09537 0.23057 2.18108  0.32
H 0.91396 1.39991 -2.20341  0.30
H 0.70896 0.35308 0.48486  0.08
H -1.69147 1.73805 1.68224  0.33
C -2.35325 0.12989 -0.47230  -1.18
O 3.61154 -0.87273 0.79083  -0.65
H 3.67995 -0.87978 -0.17431  0.31
N -0.38335 -0.24734 -1.72427  -0.34
O -0.68740 -2.37446 1.79865  -0.62
H -2.90436 0.45186 0.41007  0.26
H 1.73764 -0.05290 -1.59390  0.06
C -0.16508 1.00482 0.39105  0.18

Properties
Gap between HOMO and LUMO, Ha: 0.31539
HOMO energy, eV: -7.996
Structure (SMILES): C=C(CC)NC.O.O
LUMO, eV: 0.5865

Record 7
Formula: C5H15NO2
Source: the OMol25 dataset
Level of theory: ωB97M-V/def2-TZVPD

Last column: Mulliken charge in e.
Cartesian coordinates (Å):
H 2.66896 -0.89300 -1.94912  0.30
H -1.65418 0.42629 -1.98254  0.33
H 2.22415 -0.18505 -3.26405  0.31
H 0.97392 -1.99940 1.41302  0.32
H -1.67657 1.73274 0.57115  0.27
H -0.96406 2.42099 -0.85658  0.39
O -2.11218 -0.08743 2.13298  -0.59
H 0.56796 1.64227 1.24169  0.24
H -2.13505 -0.01932 3.09745  0.28
H 1.26020 1.58641 -0.35451  0.37
H 2.26149 -1.36096 0.41104  0.19
N 0.40894 -0.25756 0.35486  0.30
C 1.37441 -1.06566 1.00324  -1.07
H -1.12910 -1.66084 -0.04827  0.30
H 1.84139 -0.55338 1.85659  0.32
C 0.44493 1.18362 0.25104  -0.65
C -0.96233 1.53360 -0.22218  -0.60
O 2.41964 -0.05031 -2.31488  -0.61
C -0.54094 -0.88541 -0.54240  -0.68
H -1.23464 -0.44090 1.94024  0.27
H -2.44154 -0.01006 -0.39339  0.28
C -1.53200 0.25958 -0.91812  -0.64
H -0.06339 -1.31623 -1.42728  0.39

Properties
Gap between HOMO and LUMO, Ha: 0.31439
HOMO energy, eV: -7.873
Structure (SMILES): CN1CCCC1.O.O
LUMO, eV: 0.6821

Record 8
Formula: C5H15NO2
Source: the OMol25 dataset
Level of theory: ωB97M-V/def2-TZVPD

Last column: Mulliken charge in e.
Cartesian coordinates (Å):
H -0.88818 2.98683 -0.68169  0.25
H 1.45467 -0.96226 2.33873  0.34
C 1.57790 0.13692 0.14169  -0.77
C 0.77057 1.88015 -1.18480  -0.37
O -3.08415 -0.56046 0.95302  -0.64
H -1.40429 -2.75325 -0.74590  0.33
H -2.33632 -1.01258 0.55917  0.26
C 0.66126 -0.21774 2.36243  -1.03
H -3.19454 0.29494 0.30423  0.34
H 0.90459 -0.00765 -1.94641  0.26
C -0.54274 1.96923 -1.13206  -0.63
H 1.26164 0.58087 2.81171  0.36
H 2.50944 0.66499 -1.75733  0.33
H 1.97758 -0.92945 0.05603  0.36
H 2.34018 0.65016 0.68822  0.48
H 1.53496 2.78372 -1.17361  0.20
H 0.09956 -2.52276 -1.13509  0.33
C 1.47820 0.62640 -1.33815  -0.47
H 0.12515 1.39273 1.00656  0.31
H -1.14429 1.19398 -1.44663  0.33
N 0.31297 0.35231 0.92722  -0.23
H -0.23133 -0.58412 2.69739  0.34
O -0.52468 -3.26606 -1.09810  -0.67

Properties
Gap between HOMO and LUMO, Ha: 0.36093
HOMO energy, eV: -9.296
Structure (SMILES): C=CCCNC.O.O
LUMO, eV: 0.5254

Record 9
Formula: C5H15NO2
Source: the OMol25 dataset
Level of theory: ωB97M-V/def2-TZVPD

Last column: Mulliken charge in e.
Cartesian coordinates (Å):
H 2.74433 1.14224 1.15204  0.40
H -1.27520 -0.00934 -2.97568  0.33
H -2.29105 -0.28452 -0.61426  0.26
C -1.44479 0.15874 -1.11901  -0.61
H -0.60160 -0.38224 0.88499  0.40
H 1.55387 -0.31154 1.59363  0.29
O -4.21002 -4.16442 -0.47646  -0.63
H -4.00882 -3.78811 -1.32185  0.32
C -0.14877 -0.14532 -0.08793  -0.66
O -1.36547 -0.61804 -2.20945  -0.52
H 2.73724 1.91025 -0.94543  0.30
H 1.75630 2.52227 2.83270  0.35
C 1.39105 1.51427 2.57534  -1.13
H 0.26158 1.82535 2.53678  0.26
C 1.87588 1.02621 -1.02870  -1.11
H 2.44717 0.23892 -1.33439  0.47
H 0.25426 -0.97689 -0.48975  0.46
C 1.76137 0.73301 1.29168  -0.37
H 1.31675 1.46277 -1.90619  0.32
H -1.51508 1.18194 -1.36979  0.43
N 0.87638 1.03840 0.09808  -0.19
H 1.46485 0.83396 3.38452  0.33
H -3.58021 -4.90790 -0.47087  0.32

Properties
Gap between HOMO and LUMO, Ha: 0.35392
HOMO energy, eV: -8.915
Structure (SMILES): CCN(C)CCO.O
LUMO, eV: 0.7160

Record 10
Formula: C5H15NO2
Source: the OMol25 dataset
Level of theory: ωB97M-V/def2-TZVPD

Last column: Mulliken charge in e.
Cartesian coordinates (Å):
H 0.06137 0.21051 -1.74897  0.32
H -1.91134 -0.81103 -1.58962  0.28
H -0.74456 2.13766 -1.54379  0.29
C -1.77337 -1.31068 -0.59070  -1.26
H 1.31794 -2.27652 -1.86778  0.26
H -0.85870 1.26926 0.73909  0.14
H 1.49393 -0.03227 1.77977  0.29
C 0.70603 0.73026 1.77505  -0.37
H 0.99313 1.73733 1.47753  0.20
H -1.66445 -2.37632 -0.63895  0.34
C 1.53581 -1.27131 -1.37138  -0.99
H 2.18941 -0.61795 -2.07898  0.32
O 0.55130 1.15823 3.11985  -0.58
H 0.04396 -1.62485 0.65497  0.53
N 0.50264 -0.34276 -0.97527  -0.06
H 0.58886 2.41187 -1.14681  0.35
H 2.04388 -1.58283 -0.48370  0.30
H -2.57640 -1.24264 0.10686  0.39
O -0.07153 2.71895 -1.77930  -0.67
C -0.60612 0.23689 1.09668  -0.49
H -0.02887 1.87736 3.17215  0.31
C -0.36745 -0.81743 0.08845  -0.13
H -1.42549 -0.18173 1.80484  0.22

Properties
Gap between HOMO and LUMO, Ha: 0.34811
HOMO energy, eV: -8.668
Structure (SMILES): CN[C@H](C)CCO.O
LUMO, eV: 0.8045

Record 11
Formula: C5H15NO4
Source: the OMol25 dataset
Level of theory: ωB97M-V/def2-TZVPD

Last column: Löwdin spin population.
Cartesian coordinates (Å):
H -2.10851 -0.51018 0.59195  0.00
O 2.24761 2.70397 -0.46408  0.22
H -1.14830 -2.68878 -1.73779  0.00
H -0.63556 0.66031 2.58569  0.00
C -1.10564 -0.21170 0.87062  0.04
H -0.82628 -1.87567 2.16591  0.00
C 1.51881 1.82410 -0.83383  -0.01
H -1.21511 1.96288 -1.86177  0.00
H -0.15518 -2.11628 0.55881  0.00
C -0.50938 0.50189 -0.37823  0.10
H 1.56668 1.33977 -1.81678  0.00
H 0.69894 -1.13405 1.73655  0.00
H -0.07336 -2.64248 -2.83353  0.00
H -2.12874 1.98195 -0.34627  0.00
H -0.13105 -0.20668 -1.12076  0.01
C -0.29437 -1.39460 1.35477  0.01
H 3.04922 -1.28313 0.63711  0.00
O -0.28025 -2.30374 -1.95593  0.00
H -2.33831 0.65354 -1.51848  0.01
H 0.34156 1.89502 0.89706  0.01
H 2.83754 0.12605 1.18255  0.00
C -1.62829 1.34329 -1.06954  0.11
O 3.09902 -0.76077 1.44725  0.00
O -1.29504 0.76124 1.88748  0.01
N 0.51397 1.37404 0.02124  0.48

Properties
Gap between HOMO and LUMO (spin up / spin down), Ha: 0.41257 / 0.22964
<S²>: 0.768
Spin multiplicity: 2
HOMO energy (spin up / spin down), eV: -14.985 / -14.982
LUMO (spin up / spin down), eV: -3.7583 / -8.7327
Total charge: +1

Record 12
Formula: C5H15NOS
Source: the OMol25 dataset
Level of theory: ωB97M-V/def2-TZVPD

Last column: Mulliken charge in e.
Cartesian coordinates (Å):
H 0.65704 1.29506 -0.02666  0.27
H 0.88527 -0.93917 2.37240  0.36
H 1.90454 -1.24696 -2.55184  0.35
H -0.72149 -0.62325 0.72569  0.25
H -1.28241 1.06074 -1.58239  0.38
H -0.65313 2.27645 0.53254  0.36
H 2.63383 -0.07511 -1.99671  0.31
C 1.30354 0.06001 2.32142  -1.09
H 0.20436 -1.15494 -1.59199  -0.02
C -0.19903 1.29016 0.66793  -0.45
H -0.60055 0.99850 2.68363  0.28
N -1.16329 0.23092 0.39680  -0.28
C -0.86049 -1.07349 -1.75432  -0.13
H -2.53977 0.00611 -1.11830  0.41
C 0.31280 1.19925 2.12529  -0.54
O 2.11105 -0.32648 -2.76689  -0.64
H 0.77921 2.16956 2.28633  0.35
S -1.63482 -2.63074 -1.17197  -0.24
H 2.06481 0.01759 1.53361  0.25
H -2.58914 -2.03827 -0.44331  0.14
H 1.89466 0.28163 3.20910  0.34
C -1.45283 0.13738 -1.03952  -1.12
H -1.05417 -0.91494 -2.81085  0.45

Properties
Gap between HOMO and LUMO, Ha: 0.34990
HOMO energy, eV: -8.962
Structure (SMILES): CCCNCCS.O
LUMO, eV: 0.5588

Calculated F_max, 1.3; 3.5; 1.1; 4.3; 1.5; 1.1; 1.4; 5.0; 6.7; 4.0; 0.8; 2.0 eV Å⁻¹ (same order as the records).
Calculated E, -329.46652; -329.45192; -329.47174; -329.41466; -329.47272; -404.70146; -404.70827; -404.60493; -404.60977; -404.64815; -554.89451; -727.65260 Ha (same order as the records).
Calculated relative energy (zero: lowest compared OMol25 entry of this formula, charge and spin), 25.8; 34.9; 22.5; 58.3; 21.9; 33.6; 29.4; 94.2; 91.2; 67.1; 0.0; 20.8 kcal/mol (same order as the records).